(1)
This record from the Open Molecules 2025 dataset describes a 2-piece molecular cluster, C14H16 overall in a non-equilibrium geometry. The level of theory is ωB97M-V with the def2-TZVPD basis set.

The geometry in XYZ format:
```
30
C14H16 | the Open Molecules 2025 dataset | ωB97M-V with the def2-TZVPD basis set
C 0.725 -0.780 3.584
C 3.041 -0.367 2.396
C 1.644 -0.124 2.470
C 3.725 0.460 1.531
C 3.140 1.575 0.888
C 0.962 0.746 1.599
C 1.791 1.641 0.964
H 3.619 -0.987 3.071
H 4.777 0.337 1.348
H 1.427 -1.510 4.173
H -0.058 -1.511 3.267
H 3.805 2.317 0.464
H -0.128 0.903 1.869
H 1.267 2.407 0.358
H 0.374 -0.019 4.221
C -4.468 -0.499 -2.353
C -0.252 -0.267 -1.855
C -1.027 0.699 -1.289
C -0.830 -1.387 -2.452
C -2.385 0.541 -1.394
C -2.166 -1.481 -2.505
C -3.074 -0.596 -1.926
H 0.838 -0.167 -1.856
H -0.606 1.688 -0.848
H -0.194 -2.132 -2.905
H -3.098 1.313 -0.940
H -2.623 -2.385 -2.752
H -5.023 0.100 -1.604
H -5.099 -1.381 -2.424
H -4.239 0.063 -3.381
```

Calculated values
F_max: 0.087 hartree/bohr
molar mass: 184.28 g/mol
frontier orbital gap: 9.7 eV
net charge: 0
SMILES: Cc1ccccc1.Cc1ccccc1
energy relative to the best compared isomer or geometry (same formula, charge and spin): 229.8 kJ/mol
2S+1: 1
HOMO level: -0.320 hartree
LUMO: 0.94 eV

(2)
This record from the Open Molecules 2025 dataset describes C40H62AuClGeN4P3 as an isolated structure in a non-equilibrium geometry. The level of theory is ωB97M-V with the def2-TZVPD basis set.

The geometry in XYZ format:
```
112
C40H62AuClGeN4P3 | the Open Molecules 2025 dataset | ωB97M-V with the def2-TZVPD basis set
Au 0.813 2.328 0.624
C 4.506 3.233 0.467
C 4.566 1.855 -0.195
C 4.645 1.998 -1.715
P 3.146 0.848 0.477
C 3.385 -0.833 -0.292
N 2.182 -1.631 -0.329
Ge 0.216 -0.767 0.418
N -0.789 -0.706 -1.244
C -1.127 0.511 -1.942
P -0.020 1.934 -1.568
C 1.275 1.866 -2.899
C 1.664 0.418 -3.205
C 0.943 2.602 -4.195
C -1.157 3.376 -1.819
C -1.998 3.417 -3.096
C -0.406 4.692 -1.584
C -1.123 -1.909 -1.814
C -1.865 -2.047 -2.999
C -2.001 -3.280 -3.606
C -1.395 -4.409 -3.069
C -0.736 -4.307 -1.858
C -0.659 -3.087 -1.203
N -0.146 -2.960 0.183
C 1.129 -3.663 0.318
C 1.280 -4.943 0.812
C 2.511 -5.594 0.766
C 3.622 -4.957 0.219
C 3.526 -3.647 -0.175
C 2.295 -2.947 -0.093
C -1.213 -3.359 1.115
C -1.753 -4.630 1.163
C -2.664 -4.985 2.152
C -3.060 -4.053 3.113
C -2.639 -2.753 3.014
C -1.763 -2.353 1.970
N -1.463 -1.087 1.676
C -2.029 0.048 2.343
P -2.515 1.320 1.048
C -3.544 2.524 2.058
C -2.821 2.887 3.355
C -4.988 2.134 2.370
C -3.658 0.279 -0.011
C -4.651 -0.666 0.667
C -4.335 1.175 -1.053
C 3.687 0.564 2.235
C 2.883 -0.555 2.899
C 5.187 0.299 2.392
H 5.316 3.863 0.098
H 3.559 3.723 0.227
H 4.598 3.175 1.552
H 5.460 1.323 0.139
H 3.943 2.746 -2.079
H 5.645 2.341 -1.980
H 4.475 1.063 -2.249
H 3.763 -0.671 -1.306
H 4.176 -1.313 0.292
H -1.072 0.371 -3.026
H -2.145 0.841 -1.702
H 2.123 2.362 -2.425
H 0.932 -0.052 -3.864
H 2.624 0.404 -3.725
H 1.741 -0.188 -2.304
H 0.039 2.211 -4.662
H 0.827 3.673 -4.046
H 1.765 2.458 -4.899
H -1.833 3.229 -0.968
H -1.455 3.869 -3.922
H -2.343 2.430 -3.407
H -2.881 4.031 -2.914
H 0.326 4.889 -2.367
H -1.109 5.526 -1.573
H 0.122 4.686 -0.626
H -2.338 -1.186 -3.451
H -2.573 -3.367 -4.521
H -1.455 -5.363 -3.574
H -0.273 -5.188 -1.431
H 0.452 -5.473 1.251
H 2.590 -6.607 1.133
H 4.561 -5.487 0.127
H 4.389 -3.145 -0.591
H -1.492 -5.368 0.423
H -3.047 -5.996 2.182
H -3.722 -4.351 3.915
H -2.991 -2.025 3.730
H -2.904 -0.199 2.945
H -1.279 0.538 2.975
H -3.559 3.413 1.421
H -2.916 2.089 4.094
H -1.764 3.087 3.196
H -3.268 3.784 3.783
H -5.033 1.244 3.000
H -5.454 2.949 2.927
H -5.585 1.972 1.476
H -2.937 -0.366 -0.528
H -5.403 -0.145 1.252
H -5.175 -1.224 -0.112
H -4.149 -1.393 1.306
H -5.167 1.732 -0.622
H -3.640 1.905 -1.478
H -4.736 0.573 -1.870
H 3.442 1.501 2.734
H 3.127 -1.530 2.464
H 3.129 -0.592 3.960
H 1.811 -0.389 2.812
H 5.548 -0.477 1.713
H 5.789 1.194 2.248
H 5.374 -0.052 3.408
Cl 1.214 2.035 3.863
C 1.237 3.170 2.501
H 2.206 3.663 2.503
H 0.454 3.905 2.683
```

Calculated values
F_max: 0.021 hartree/bohr
molar mass: 996.92 g/mol
frontier orbital gap (spin up / spin down): 8.1 / 5.1 eV
net charge: +2
energy relative to the best compared isomer or geometry (same formula, charge and spin): 124.2 kJ/mol
2S+1: 4
HOMO level (spin up / spin down): -0.461 / -0.463 hartree
LUMO (spin up / spin down): -4.39 / -7.47 eV

(3)
This record from the Open Molecules 2025 dataset describes one molecule with the formula C26H27N5O3S in a non-equilibrium geometry. The level of theory is ωB97M-V with the def2-TZVPD basis set.

The geometry in XYZ format:
```
62
C26H27N5O3S | the Open Molecules 2025 dataset | ωB97M-V with the def2-TZVPD basis set
C 7.931 -1.496 -0.248
C 7.061 -0.853 -1.318
H 7.669 -0.327 -2.056
H 6.445 -1.611 -1.813
O 6.208 0.149 -0.763
C 5.066 -0.260 -0.211
O 4.740 -1.435 -0.186
C 4.272 0.850 0.351
C 4.810 2.138 0.359
C 4.109 3.201 0.888
C 2.849 2.986 1.429
C 2.295 1.722 1.435
C 2.985 0.638 0.893
N 2.452 -0.641 0.870
C 1.208 -1.054 1.209
O 0.327 -0.357 1.668
C 1.020 -2.548 0.965
H 1.691 -2.922 0.194
H 1.159 -3.102 1.894
S -0.699 -2.850 0.449
C -0.751 -1.565 -0.722
N 0.266 -1.119 -1.407
N -0.170 -0.074 -2.131
C -1.440 0.094 -1.894
N -1.875 -0.841 -0.991
C -3.133 -0.942 -0.361
C -4.263 -1.266 -1.096
C -5.490 -1.322 -0.464
C -5.606 -1.061 0.895
C -4.459 -0.757 1.618
C -3.225 -0.698 1.003
H -2.335 -0.463 1.566
H -4.533 -0.557 2.677
C -6.944 -1.083 1.568
H -6.857 -1.437 2.592
H -7.357 -0.074 1.594
H -7.641 -1.721 1.030
H -6.371 -1.569 -1.038
H -4.178 -1.469 -2.154
C -2.295 1.187 -2.427
C -3.089 1.831 -1.336
C -4.449 1.998 -1.236
C -4.706 2.622 -0.004
C -3.496 2.813 0.604
N -2.516 2.340 -0.208
C -1.116 2.347 0.117
H -0.818 1.422 0.619
H -0.513 2.457 -0.784
H -0.908 3.183 0.785
H -3.260 3.256 1.552
H -5.667 2.897 0.385
H -5.175 1.702 -1.968
H -2.992 0.792 -3.171
H -1.635 1.900 -2.929
H 3.089 -1.321 0.449
H 1.322 1.558 1.864
H 2.296 3.810 1.854
H 4.539 4.190 0.884
H 5.794 2.289 -0.057
H 7.310 -2.028 0.469
H 8.506 -0.737 0.277
H 8.615 -2.202 -0.711
```

Calculated values
F_max: 0.024 hartree/bohr
molar mass: 489.60 g/mol
frontier orbital gap: 8.1 eV
net charge: 0
SMILES: CCOC(=O)c1ccccc1NC(=O)CSc1nnc(Cc2cccn2C)n1-c1ccc(C)cc1
energy relative to the best compared isomer or geometry (same formula, charge and spin): 168.4 kJ/mol
2S+1: 1
HOMO level: -0.286 hartree
LUMO: 0.31 eV

(4)
This record from the Open Molecules 2025 dataset describes one molecule with the formula C3H3ClO2S2 in a non-equilibrium geometry. The level of theory is ωB97M-V with the def2-TZVPD basis set.

The geometry in XYZ format:
```
11
C3H3ClO2S2 | the Open Molecules 2025 dataset | ωB97M-V with the def2-TZVPD basis set
C 1.215 1.168 0.196
C 0.472 0.055 -0.569
C -0.926 -0.258 -0.048
H 2.321 -0.171 0.977
H 0.472 0.450 -1.545
H -1.301 1.885 -1.250
O 2.064 0.814 1.086
O 0.715 2.301 0.047
S -2.009 1.079 -0.245
S -1.310 -1.665 0.635
Cl 1.459 -1.383 -0.646
```

Calculated values
F_max: 0.098 hartree/bohr
molar mass: 170.64 g/mol
frontier orbital gap: 8.5 eV
net charge: 0
SMILES: O=C(O)[C@@H](Cl)C(=S)S
2S+1: 1
HOMO level: -0.342 hartree
LUMO: -0.82 eV

(5)
This record from the Open Molecules 2025 dataset describes one molecule with the formula C20H23FN6O in a non-equilibrium geometry. The level of theory is ωB97M-V with the def2-TZVPD basis set.

The geometry in XYZ format:
```
51
C20H23FN6O | the Open Molecules 2025 dataset | ωB97M-V with the def2-TZVPD basis set
O 0.946 -1.592 0.994
C 1.564 -0.882 0.399
N 1.450 -0.727 -1.010
H 2.120 0.059 -1.432
C 0.326 -0.963 -1.732
C 1.088 -1.580 -3.073
H 2.123 -2.132 -2.876
H 0.199 -2.271 -3.658
C 1.161 -0.345 -4.091
H 1.013 -0.620 -5.009
H 2.287 -0.105 -4.072
C 0.167 0.672 -3.652
H -0.687 1.014 -4.146
H 0.700 1.470 -3.245
C -0.589 0.043 -2.313
H -0.551 0.716 -1.423
H -1.434 -0.426 -2.379
H 0.081 -1.856 -1.137
C 2.706 -0.190 0.965
H 3.741 -0.852 1.124
H 2.404 0.212 1.974
C 3.537 1.157 0.308
C 2.323 1.997 -0.226
N 2.560 2.786 -1.223
N 1.075 3.500 -1.673
C 0.354 3.105 -0.463
C -0.955 3.643 -0.052
C -1.562 2.791 0.723
C -0.686 1.949 1.646
N 0.474 1.600 1.461
N 0.984 2.192 0.258
N -1.538 1.373 2.571
H -2.443 1.389 2.686
C -0.996 0.142 3.250
C -1.707 -1.094 2.666
C -2.023 -1.394 1.165
C -2.859 -2.279 0.696
C -2.808 -3.480 1.720
C -2.684 -3.351 2.927
C -1.901 -2.259 3.352
H -1.729 -2.243 4.678
H -2.693 -4.207 3.584
F -3.592 -4.364 1.119
H -2.925 -2.275 -0.186
H -1.773 -0.353 0.494
H -1.170 0.016 4.381
H 0.050 -0.059 3.039
H -2.619 3.116 1.301
H -1.505 4.228 -0.918
H 4.039 1.781 1.018
H 3.958 0.949 -0.509
```

Calculated values
F_max: 0.305 hartree/bohr
molar mass: 382.44 g/mol
frontier orbital gap: 8.3 eV
net charge: 0
SMILES: O=C(CCc1nnc2ccc(NCc3ccc(F)cc3)nn12)NC1CCCC1
energy relative to the best compared isomer or geometry (same formula, charge and spin): 1553.9 kJ/mol
2S+1: 1
HOMO level: -0.319 hartree
LUMO: -0.42 eV

(6)
This record from the Open Molecules 2025 dataset describes C41H42N7O16S2 as an isolated structure in a non-equilibrium geometry. The level of theory is ωB97M-V with the def2-TZVPD basis set.

The geometry in XYZ format:
```
108
C41H42N7O16S2 | the Open Molecules 2025 dataset | ωB97M-V with the def2-TZVPD basis set
C -0.559 8.484 1.348
C -0.263 6.975 1.052
C -1.498 6.117 1.413
C -1.203 4.724 2.037
C 0.168 4.153 1.672
S 0.320 2.421 2.161
O -0.990 1.980 2.602
O 1.219 2.323 3.290
N 0.716 1.437 0.917
S 1.727 2.143 -0.128
O 2.703 3.016 0.477
O 0.964 2.754 -1.191
H -0.168 9.123 0.556
H -1.619 8.672 1.560
H 0.003 8.743 2.252
H -0.119 6.907 -0.025
H 0.627 6.722 1.619
H -2.097 6.677 2.134
H -2.132 5.977 0.538
H -1.949 4.036 1.639
H -1.374 4.737 3.111
H 0.912 4.685 2.262
H 0.416 4.345 0.633
H 2.428 1.132 -0.711
C 2.433 -0.829 2.616
C 3.694 -0.995 3.176
C 4.234 -2.263 3.312
C 3.500 -3.356 2.880
C 2.240 -3.206 2.327
C 1.708 -1.935 2.196
N 4.075 -4.697 2.998
O 5.177 -4.806 3.503
O 3.420 -5.640 2.581
H 2.014 0.162 2.502
H 4.257 -0.131 3.503
H 5.215 -2.389 3.747
H 1.674 -4.063 1.995
H 0.726 -1.802 1.761
C 5.946 -8.051 -1.641
C 6.252 -7.089 -2.594
C 5.713 -5.818 -2.494
C 4.875 -5.524 -1.434
C 4.555 -6.472 -0.479
C 5.096 -7.743 -0.587
N 4.320 -4.168 -1.313
O 4.606 -3.361 -2.178
O 3.612 -3.934 -0.355
H 6.372 -9.043 -1.719
H 6.913 -7.331 -3.416
H 5.952 -5.070 -3.237
H 3.896 -6.234 0.344
H 4.856 -8.493 0.154
C -2.673 -0.165 1.323
C -2.051 0.302 0.172
C -2.596 0.013 -1.070
C -3.760 -0.738 -1.142
C -4.385 -1.215 -0.002
C -3.835 -0.925 1.235
N -4.351 -1.025 -2.451
O -3.781 -0.616 -3.441
O -5.397 -1.662 -2.479
H -2.247 0.069 2.289
H -1.138 0.895 0.241
H -2.111 0.376 -1.965
H -5.290 -1.802 -0.067
H -4.314 -1.288 2.134
C -8.342 -2.078 -2.151
C -8.901 -1.096 -1.343
C -10.131 -1.308 -0.740
C -10.786 -2.509 -0.952
C -10.246 -3.494 -1.760
C -9.017 -3.274 -2.361
N -12.079 -2.747 -0.297
O -12.539 -1.855 0.391
O -12.616 -3.824 -0.477
H -7.380 -1.911 -2.616
H -8.375 -0.165 -1.181
H -10.563 -0.543 -0.113
H -10.767 -4.426 -1.922
H -8.582 -4.037 -2.992
C -1.631 9.960 7.576
C -0.999 10.381 6.414
C -1.535 10.061 5.178
C -2.704 9.324 5.123
C -3.342 8.892 6.272
C -2.799 9.213 7.504
N -3.286 9.003 3.815
O -2.685 9.381 2.826
O -4.328 8.378 3.794
H -1.212 10.216 8.541
H -0.088 10.961 6.472
H -1.042 10.388 4.274
H -4.252 8.312 6.217
H -3.288 8.883 8.411
C 6.850 -4.610 -8.535
C 6.069 -5.353 -7.660
C 6.585 -6.492 -7.066
C 7.884 -6.872 -7.354
C 8.673 -6.146 -8.228
C 8.149 -5.009 -8.821
N 8.442 -8.066 -6.705
O 7.714 -8.689 -5.955
O 9.597 -8.358 -6.948
H 6.446 -3.717 -8.993
H 5.057 -5.041 -7.439
H 5.975 -7.069 -6.385
H 9.684 -6.453 -8.450
H 8.755 -4.431 -9.505
```

Calculated values
F_max: 0.043 hartree/bohr
molar mass: 952.95 g/mol
frontier orbital gap: 6.7 eV
net charge: -1
energy relative to the best compared isomer or geometry (same formula, charge and spin): 86.8 kJ/mol
2S+1: 1
HOMO level: -0.231 hartree
LUMO: 0.38 eV

(7)
This record from the Open Molecules 2025 dataset describes a 4-piece molecular cluster, C26H39N2O5PS overall in a non-equilibrium geometry. The level of theory is ωB97M-V with the def2-TZVPD basis set.

The geometry in XYZ format:
```
74
C26H39N2O5PS | the Open Molecules 2025 dataset | ωB97M-V with the def2-TZVPD basis set
C 4.020 1.472 -1.666
C 5.259 1.076 -0.917
C 6.511 1.806 -1.366
N 5.279 0.247 0.057
C 5.555 -1.127 -0.048
C 6.869 -1.623 0.096
C 8.106 -0.790 0.395
N 7.932 0.387 1.228
C 7.067 -3.006 -0.045
P 8.702 -3.790 0.095
S 9.202 -4.094 1.957
C 6.027 -3.882 -0.311
C 4.735 -3.408 -0.427
C 4.492 -2.040 -0.275
C 3.055 -1.605 -0.360
O 2.643 -0.546 0.043
C 2.062 -2.547 -0.931
C 2.348 -3.835 -1.092
C 3.656 -4.380 -0.714
O 3.829 -5.572 -0.650
H 3.443 2.195 -1.090
H 3.379 0.630 -1.890
H 4.270 1.963 -2.604
H 7.239 1.103 -1.761
H 6.902 2.335 -0.502
H 6.280 2.566 -2.106
H 8.574 -0.508 -0.552
H 8.826 -1.426 0.906
H 7.051 0.402 1.711
H 8.105 1.247 0.744
H 8.595 -4.980 -0.642
H 9.620 -2.937 -0.536
H 6.188 -4.948 -0.405
H 1.095 -2.147 -1.192
H 1.605 -4.499 -1.505
C -2.380 0.999 -0.712
C -1.817 0.343 0.539
C -1.121 -0.879 -0.036
O -0.678 -0.514 -1.353
C -1.284 0.727 -1.731
H -2.593 2.061 -0.593
H -3.304 0.496 -1.010
H -1.085 1.005 1.009
H -2.574 0.090 1.280
H -1.814 -1.722 -0.129
H -0.264 -1.196 0.560
H -0.515 1.507 -1.703
H -1.661 0.649 -2.751
C -6.896 -0.038 1.969
C -6.326 -0.701 3.219
C -5.632 -1.923 2.631
O -5.198 -1.551 1.319
C -5.806 -0.310 0.948
H -7.106 1.024 2.089
H -7.822 -0.538 1.673
H -5.591 -0.041 3.687
H -7.077 -0.956 3.965
H -6.325 -2.767 2.539
H -4.771 -2.246 3.217
H -5.037 0.470 0.977
H -6.188 -0.382 -0.072
C -7.081 4.577 -1.224
C -8.497 4.327 -0.716
C -8.288 3.133 0.204
O -6.963 3.254 0.736
C -6.249 4.259 0.009
H -6.918 5.588 -1.595
H -6.844 3.877 -2.029
H -8.846 5.188 -0.142
H -9.219 4.130 -1.507
H -8.348 2.189 -0.350
H -9.006 3.099 1.024
H -6.144 5.139 0.653
H -5.253 3.888 -0.234
```

Calculated values
F_max: 0.042 hartree/bohr
molar mass: 522.65 g/mol
frontier orbital gap: 6.8 eV
net charge: 0
SMILES: CC(C)=Nc1c(CN)c([PH2]=S)cc2c1C(=O)C=CC2=O.C1CCOC1.C1CCOC1.C1CCOC1
2S+1: 1
HOMO level: -0.289 hartree
LUMO: -1.09 eV

(8)
This record from the Open Molecules 2025 dataset describes a 2-piece molecular cluster, C2H2O3 overall in a non-equilibrium geometry. The level of theory is ωB97M-V with the def2-TZVPD basis set.

The geometry in XYZ format:
```
7
C2H2O3 | the Open Molecules 2025 dataset | ωB97M-V with the def2-TZVPD basis set
C -1.848 0.746 -0.012
C 1.170 -0.986 0.710
O -1.717 0.147 -0.970
O -2.175 1.470 0.820
O 1.640 -1.133 -0.459
H 1.066 0.107 0.971
H 1.864 -0.351 -1.059
```

Calculated values
F_max: 0.056 hartree/bohr
molar mass: 74.03 g/mol
frontier orbital gap: 8.9 eV
net charge: 0
energy relative to the best compared isomer or geometry (same formula, charge and spin): 248.1 kJ/mol
2S+1: 1
HOMO level: -0.321 hartree
LUMO: 0.19 eV

Number 1: E_tot -14775.3835 eV. Number 2: E_tot -149029.2761 eV. Number 3: E_tot -51829.8006 eV. Number 4: E_tot -41446.6015 eV. Number 5: E_tot -34803.0969 eV. Number 6: E_tot -108043.9883 eV. Number 7: E_tot -60932.2716 eV. Number 8: E_tot -8246.0252 eV.